Below is a 6-piece molecular cluster, H12O5S2 overall, with properties calculated with ωB97M-V with the def2-TZVPD basis set.

The geometry in XYZ format:
```
19
Properties=species:S:1:pos:R:3:forces:R:3
S -3.912 1.883 -2.943 0.4 0.6 0.2
S -3.497 3.927 -2.674 -0.1 -0.5 0.7
H -5.215 2.105 -2.886 -0.5 -0.2 -0.2
H -2.856 4.124 -3.803 0.2 0.1 -0.7
O 3.259 -0.789 2.421 -0.4 0.0 -0.4
H 2.645 -0.894 3.158 0.5 0.0 0.0
H 4.160 -0.732 2.737 0.0 0.0 0.5
O -2.589 -4.147 3.347 0.2 0.0 -0.5
H -3.200 -3.544 3.772 0.0 -0.1 0.3
H -2.315 -4.808 3.986 -0.1 0.1 0.2
O 3.260 2.282 -1.371 0.4 0.3 -0.4
H 3.237 2.015 -2.301 0.1 0.1 0.2
H 3.973 2.945 -1.336 -0.5 -0.4 0.1
O 0.394 -2.019 0.344 -0.5 1.1 -0.5
H -0.084 -2.825 0.441 -0.3 -1.3 0.3
H -0.326 -1.432 0.041 0.8 0.1 0.2
O 0.710 0.580 -0.693 0.4 -1.0 -1.0
H 1.211 -0.047 -1.258 -0.6 -0.1 0.8
H 1.144 1.375 -0.982 0.2 1.1 0.3
```
Forces are in eV/Å.

Relative energy (zero: lowest compared OMol25 entry of this formula, charge and spin), kJ/mol: 133.5
HOMO energy, eV: -9.07
SMILES: SS.O.O.O.O.O
Kohn-Sham gap, eV: 9.39